[1]
21
Properties=species:S:1:pos:R:3:forces:R:3 method="wB97M-V/def2-TZVPD" largest_force_ev_per_a=6.2 total_charge=+1 homo_lumo_gap_ev=11.14 total_energy_ha=-457.07476 molar_mass_da=125.148 multiplicity=1 relative_energy_ev=2.034
C -1.4426 0.5446 -0.1792 0.4 -0.1 0.7
H 0.2994 1.6358 1.5027 1.2 -0.1 -1.7
H -2.0090 -0.2836 -0.6655 0.9 0.5 0.1
C 0.8474 0.7081 -1.6777 1.4 -2.0 0.6
H 0.7413 -1.0537 1.6342 -0.5 -1.7 -1.0
H -0.3598 -0.8343 -2.5897 1.2 1.2 0.0
N 0.7243 1.6748 0.5056 -5.7 -0.9 2.2
C 0.1142 0.4793 -0.2785 -0.2 -0.1 -1.2
H 2.0807 -0.2129 1.7626 -0.4 -0.9 0.1
N 0.4492 -0.1746 -2.6327 -0.5 0.5 0.4
H 0.3596 2.5602 0.1021 0.8 -0.6 -0.1
O 1.2178 -0.4454 2.1413 1.3 2.1 1.9
O -1.3605 -2.6280 1.3701 -1.4 -1.2 -0.4
H -1.7634 1.4857 -0.6226 -0.4 0.1 0.2
H 1.0360 -0.1067 -3.4480 -0.2 -0.5 -0.4
H 1.6818 1.6127 0.5516 2.9 0.3 -0.2
H 0.3651 -0.5867 0.0903 0.3 2.4 -0.7
H -2.1330 -3.2199 1.0129 2.4 1.5 1.5
H -1.7204 0.4467 0.9165 0.2 0.4 -1.2
H -1.0490 -2.9470 2.2501 -0.8 -0.1 -1.1
O 1.9206 1.3451 -1.7460 -2.8 -0.6 0.3

=====

[2]
88
Properties=species:S:1:pos:R:3:forces:R:3 method="wB97M-V/def2-TZVPD" largest_force_ev_per_a=1.6 homo_lumo_gap_ev="8.96 / 9.63" total_energy_ha=-1960.99506 molar_mass_da=519.793 multiplicity=3
C 4.3465 1.2542 3.7848 -0.1 -0.1 0.2
C -0.9735 -2.2904 -5.2293 0.6 -0.5 0.7
H -1.2811 0.3213 -4.6410 0.0 0.1 0.2
H -3.5842 -3.0875 -0.1755 0.0 0.1 0.0
N 1.9086 1.7421 4.1121 -0.4 1.5 -0.1
H -0.1180 -0.4397 -0.7070 -0.1 0.0 0.0
O -1.4556 -2.3012 -6.6222 -0.6 0.1 0.1
H -1.8661 -0.9993 3.2008 0.0 0.0 -0.1
H 2.5142 -0.0133 6.1080 0.0 0.0 0.0
H -1.4898 0.6361 2.6408 0.0 0.0 0.0
H 1.2146 4.0395 5.5092 0.0 -0.1 -0.1
H -4.4589 -3.2298 1.3335 -0.1 0.0 0.0
H 1.0277 -2.8223 -6.7423 -0.1 0.1 0.0
H -5.1655 0.1186 -0.2708 0.0 0.0 0.0
C -1.2410 -0.4192 2.5252 -0.2 0.0 0.1
H 2.7024 1.3112 1.5928 0.0 0.0 0.0
H 3.6557 1.3016 6.4128 0.0 0.0 0.0
C 3.5025 3.6552 3.9801 -0.2 0.3 0.3
H -4.8618 -1.5234 2.7801 0.0 0.0 0.0
C -4.3872 -0.7169 2.2201 0.2 0.1 0.1
H 4.2208 0.6694 4.6888 0.0 0.1 0.0
H 0.0466 0.5502 5.6244 0.0 0.0 0.0
H -1.0016 -2.6448 -0.0945 0.0 0.1 0.0
N -2.6502 -0.4719 0.4303 0.3 -1.3 -0.9
H -4.8139 -1.3912 -1.1169 0.0 0.0 0.0
H 5.2945 1.7873 3.8631 0.0 0.0 0.0
H 3.8918 -0.1436 -5.1327 0.0 -0.1 0.1
H 2.6861 1.7861 -5.5099 0.0 0.1 0.0
C 3.1830 2.2334 3.4977 0.9 -0.6 -0.2
C -2.9243 -0.1490 -5.9613 0.0 0.2 0.5
H -0.2156 -0.5509 2.8700 0.1 0.0 -0.1
C -2.0042 -1.6983 -4.2962 0.5 0.7 0.4
C 1.9826 3.4000 5.9554 0.1 0.3 -0.2
O -2.8999 -1.3201 -8.2969 0.0 -0.2 0.1
H 1.8915 3.5096 7.0381 0.0 -0.1 0.0
H -0.8562 -3.3442 -4.9771 -0.1 -0.1 -0.4
C 1.3652 -2.4435 -5.7733 0.4 -0.2 -0.2
C 2.6636 -1.6416 -5.9919 -0.2 0.1 0.4
H 2.7665 -1.3793 -7.0437 0.0 0.0 -0.1
H -5.9217 -1.3905 0.2576 0.0 0.0 0.1
S -2.0050 -0.9531 -7.2471 -0.1 0.2 -0.7
H -2.9526 -2.2303 -4.3483 0.0 -0.1 -0.1
H -5.1278 0.0709 2.0807 0.0 0.0 -0.1
H -0.3765 0.9561 0.3475 0.0 0.0 0.0
H 4.0130 2.4981 1.5486 0.1 0.0 0.0
C -3.6106 -2.7327 0.8601 0.3 -0.2 -0.1
H 1.5980 -3.3271 -5.1757 -0.1 0.0 0.2
H 2.3347 3.0366 1.6518 0.0 0.0 0.0
C -5.0056 -0.9517 -0.1401 0.0 0.0 -0.3
O 0.8846 2.1590 3.4506 -0.1 -0.5 -0.1
H -2.3732 -3.0138 2.6179 0.0 0.1 0.0
C 0.2712 1.5713 5.9367 -0.2 0.1 -0.2
H 3.4949 -2.2981 -5.7379 0.1 -0.1 -0.1
H 4.5129 3.9109 3.6573 0.0 0.0 -0.1
C -1.3395 -0.8534 1.0541 0.5 0.5 0.9
C 1.7062 1.9444 5.5844 0.2 -0.7 0.8
C -2.2215 -0.2228 -4.5999 -0.5 -0.4 -0.6
C -0.2151 -0.1222 0.3294 0.0 0.0 -0.3
C 3.3561 3.8716 5.4844 0.0 -0.1 -0.1
C 2.8222 -0.3599 -5.1623 0.3 0.2 -0.3
H -0.4517 2.2380 5.4724 0.0 0.0 -0.1
C -2.3071 -3.1508 1.5354 0.0 0.1 0.0
H 0.2719 -0.7580 -5.4785 0.1 0.1 0.1
H -0.2077 -2.6251 1.4696 0.0 0.1 0.0
C 2.6047 1.0252 6.4302 0.1 0.0 -0.1
H 2.8305 4.3530 3.4710 -0.1 -0.1 0.0
H 2.5019 -0.5162 -4.1335 0.0 0.0 0.1
H -3.9144 -0.5955 -5.9001 0.0 -0.2 -0.1
H 1.1245 1.0148 -5.3928 -0.1 0.0 -0.1
H -2.8650 0.2194 -3.8433 0.1 0.2 0.1
N 0.3184 -1.6915 -5.0863 -0.5 0.1 -0.4
H 4.1544 3.3587 6.0274 0.0 0.0 0.0
C -1.1349 -2.3638 0.9556 -0.2 -0.3 -0.1
C 2.1411 0.8787 -5.7635 -0.1 -0.1 0.2
C -3.8772 -1.2208 0.8490 -0.7 0.3 0.8
H -3.6148 -0.2879 2.8478 0.0 -0.1 0.0
H 3.4705 4.9340 5.7070 0.0 0.0 0.0
H -2.1447 -4.2181 1.3727 0.0 0.0 0.0
H 2.0902 0.8093 -6.8487 0.0 0.0 -0.1
H 0.7259 -0.3320 0.8372 0.0 0.0 0.1
H 4.4390 0.5308 2.9744 0.0 0.0 -0.1
H -3.0399 0.8765 -6.3063 0.1 0.0 -0.2
C 3.0368 2.2738 1.9807 -0.2 0.1 -0.1
O -2.5477 -0.4268 -0.8522 -0.1 0.5 -0.1
O -0.8903 -0.1095 -7.5650 0.3 0.1 0.3
H -1.6083 -1.7904 -3.2852 0.0 -0.2 0.0
H 2.2906 1.0820 7.4722 -0.1 0.0 0.0
H 0.1430 1.6345 7.0170 0.1 0.0 0.0

=====

[3]
9
Properties=species:S:1:pos:R:3:forces:R:3 method="wB97M-V/def2-TZVPD" largest_force_ev_per_a=7.2 homo_lumo_gap_ev=8.74 total_energy_ha=-1000.49604 molar_mass_da=313.936 multiplicity=1 relative_energy_ev=5.816
O -0.3904 0.6994 -0.2850 -1.2 0.8 7.0
I -0.0525 1.7359 2.6091 0.4 -0.1 0.0
H 1.5464 -0.2584 -1.2958 0.3 -0.9 -0.6
H -0.1940 1.0482 -2.4398 0.5 -0.6 -0.4
C -0.1353 -0.0518 1.5846 -4.5 0.9 -2.6
I 1.2180 -1.5187 1.4997 1.0 -0.6 0.2
H -1.2427 -0.4835 1.7255 2.8 1.0 -0.6
H -0.8538 -1.0619 -1.8940 -0.4 -1.9 -0.5
Si 0.1044 -0.1092 -1.5043 1.0 1.5 -2.7

=====

[4]
68
Properties=species:S:1:pos:R:3:forces:R:3 method="wB97M-V/def2-TZVPD" largest_force_ev_per_a=3.3 total_charge=+1 homo_lumo_gap_ev=9.87 total_energy_ha=-4517.38444 molar_mass_da=557.488 multiplicity=1
Br 0.8584 3.9741 -0.1729 0.1 0.2 0.0
H -4.5741 1.9149 -1.1187 -0.6 -0.5 0.5
H -3.3428 -5.5969 -1.3205 0.0 0.0 0.0
H -3.1725 0.2129 0.0925 0.2 -0.2 0.2
O -3.3232 1.4167 -2.6804 -0.4 -0.2 0.3
H -3.7137 -0.6733 -2.6396 0.3 0.2 -0.1
C 1.4463 -2.5027 -1.1897 -0.2 -0.3 0.1
O 2.7148 2.6798 2.5529 0.1 0.0 0.0
H 0.9700 -0.6778 -3.0772 0.0 0.1 0.0
H 0.3555 0.8327 4.2670 0.1 0.0 0.0
O 0.5603 -2.7942 1.0415 -0.2 0.4 0.3
C -3.5144 0.2099 -2.0290 -0.6 -0.6 0.7
C -0.5038 1.2860 2.3110 0.2 0.0 0.2
C 0.5258 1.5141 3.4342 -0.4 0.0 -0.1
H 3.2660 0.2053 -1.5949 -0.2 -0.1 0.2
O -0.8855 -1.9652 2.5343 0.0 -0.1 0.0
H -3.6625 -6.0288 0.3223 0.0 0.0 0.0
H -2.0146 3.6739 0.3947 0.0 -0.1 -0.1
H -2.3601 2.2929 2.7248 0.1 0.1 0.0
H 6.2535 1.5365 -0.9842 -0.1 -0.1 0.0
H -0.4960 -1.7776 -0.7083 -0.2 -0.2 -0.1
O 2.1974 0.4417 1.7073 0.1 0.3 0.3
H 2.4485 2.9172 1.6512 0.0 0.0 -0.1
C -2.6055 -0.0568 -0.7947 -0.5 0.1 -1.2
N 0.6127 1.5255 -1.5513 -0.1 -0.3 -0.1
H 1.0917 -1.5550 2.5969 0.0 -0.1 -0.1
N -3.0512 -3.7708 1.3019 -0.2 0.1 0.0
C 4.1914 2.1231 -1.3875 -0.2 -0.1 0.0
H 0.0539 1.0801 1.3968 -0.1 0.0 0.1
H 3.8714 3.1425 -1.1617 0.1 0.0 0.0
H -0.7740 -0.8451 -3.2641 0.1 0.0 0.0
H 2.6044 -2.8162 0.6270 -0.1 0.0 0.0
S 2.2074 1.2207 2.9228 0.1 -0.1 0.4
C -3.0047 -4.0760 -0.0184 0.1 -0.2 -0.1
H 1.5316 -3.5652 -1.4273 0.1 0.0 0.1
C 0.0459 -2.0176 -1.6193 0.4 0.1 0.0
H -5.3638 1.3491 -2.6652 -0.7 -0.9 0.5
H -0.5005 -2.8348 -2.0833 0.0 0.1 0.0
O -2.6445 -3.2727 -0.8776 -0.1 0.1 0.1
H 1.8654 1.3228 -3.0494 -0.1 0.1 0.0
C 0.0312 -0.7653 -2.5290 -0.3 -0.1 0.3
H 5.0832 0.7079 0.0342 0.0 0.0 0.0
C 0.2376 -2.0579 2.1191 0.1 -0.3 -0.2
O 2.9699 0.7954 4.0466 -0.1 0.1 -0.3
C -0.2493 0.4519 -1.7065 -0.1 0.1 0.1
C -1.9682 2.6156 0.6543 -0.2 0.3 0.3
H -1.0336 3.3914 2.4528 0.1 0.0 -0.1
H 1.8078 -1.2269 0.5098 0.1 -0.3 -0.1
H -1.0376 0.3646 2.5470 -0.1 0.1 -0.2
H 4.5341 2.1249 -2.4249 0.0 0.1 0.0
H -3.3283 -4.4303 2.0040 0.0 0.0 0.0
H -2.7080 -2.8729 1.5944 0.2 -0.1 0.1
N 1.8630 1.7135 -2.1173 0.2 0.2 0.2
C 5.3141 1.6614 -0.4446 0.2 0.2 -0.2
N -3.3703 -5.3454 -0.3503 0.0 0.0 0.0
C -1.4728 2.4539 2.1081 -0.2 -0.2 0.1
H -2.4170 -1.1334 -0.8395 0.1 0.1 0.6
C 2.9715 1.2132 -1.2764 0.3 0.0 -0.2
C -1.3510 0.7322 -0.9432 0.3 -0.2 0.3
C -4.6289 1.1585 -1.8950 1.9 2.2 -1.6
C 1.7020 -2.2965 0.2986 0.1 0.2 -0.2
H 2.2567 -1.9999 -1.7267 -0.1 0.0 0.0
H -2.9779 2.2307 0.5466 0.1 -0.1 -0.1
H 0.5077 2.5371 3.8126 0.1 -0.1 0.1
C 0.0728 2.4056 -0.7143 -0.3 0.0 0.0
H 5.5096 2.4013 0.3320 -0.1 -0.1 0.1
H 2.6328 1.1753 -0.2381 0.0 -0.1 -0.3
N -1.1158 1.9489 -0.3183 0.0 0.1 -0.6